Here is a molecular structure, C20H60BF4N5O5 at a distorted geometry from the OMol25 dataset. Energies are from ωB97M-V/def2-TZVPD.

- Relative energy (zero: lowest compared OMol25 entry of this formula, charge and spin): 3759.1 kJ/mol
- E_HOMO: -0.72939 Eh
- M: 537.5 g/mol
- Kohn-Sham gap: 9.045 eV
- Maximum force: 13.0 eV/A
- Energy: -1869.77870 a.u.
- Total charge: +4

XYZ file:
```
95
Properties=species:S:1:pos:R:3:forces:R:3:mulliken_charge:R:1
B -0.89234 0.23347 -0.24356 4.787 4.436 -9.950 -0.384
F -2.00869 -0.54884 -0.24540 -2.015 1.261 -5.523 0.243
F -0.40515 0.46187 -1.53588 -3.147 -1.440 3.229 -0.228
F -1.22753 1.46353 0.33770 8.795 -1.529 2.054 -0.154
F 0.16622 -0.40756 0.42120 -5.095 -2.480 -6.215 -1.919
C 1.60225 -0.05214 1.79268 2.472 -2.536 5.052 0.038
C 2.59123 -0.83002 2.69384 -0.542 -0.031 1.346 -0.648
C 2.68793 -2.32889 2.27994 1.310 -0.772 0.606 -0.264
O 3.75726 -3.09141 2.90492 -1.282 2.634 0.435 -0.427
C 3.95019 -4.37823 2.36567 0.131 -0.480 -0.730 -0.652
N 3.92266 -0.09804 2.70281 -0.531 -0.114 -0.649 0.002
H 4.65142 -0.53473 3.24900 0.411 -0.655 0.380 0.415
H 4.25728 0.03536 1.75924 0.568 -0.110 -0.363 0.273
H 3.77553 0.82991 3.07342 0.037 0.493 0.402 0.441
H 2.03641 0.01706 0.79527 -0.660 -1.112 4.339 -2.177
H 1.33290 0.94953 2.12767 0.195 0.182 0.289 0.888
H 0.69291 -0.60513 1.55733 3.550 -0.401 5.120 0.243
H 2.28594 -0.73134 3.73555 -0.008 -0.354 0.102 0.832
H 2.78846 -2.33447 1.19461 0.072 -0.904 1.075 -0.109
H 1.75205 -2.81205 2.56063 -0.457 0.145 0.033 0.358
H 3.11035 -5.06603 2.46418 -0.445 0.291 0.133 0.281
H 4.76973 -4.86388 2.89539 0.140 0.386 -0.178 0.302
H 4.16074 -4.22147 1.30775 0.312 -0.591 -0.180 0.281
C -3.66983 -1.28942 1.21156 -0.358 -1.615 1.457 0.092
C -2.74295 -0.72627 2.26666 -0.867 0.350 -0.067 -0.112
C -2.63813 -1.63449 3.52638 0.607 1.609 0.781 -0.622
O -1.99198 -0.89697 4.56915 0.052 -0.525 -1.273 -0.376
C -0.75256 -1.40637 4.97889 0.760 0.232 1.825 -0.536
N -1.34387 -0.37528 1.63422 -3.704 -1.283 8.898 -0.016
H -1.38080 0.06423 0.72561 -4.776 -1.728 11.968 -0.120
H -0.86644 0.28917 2.22639 0.261 -0.208 1.094 0.534
H -0.84625 -1.25411 1.62338 -0.345 -0.068 0.793 0.538
H -3.98775 -0.53375 0.49323 -2.007 -1.956 4.315 0.078
H -4.57980 -1.69842 1.65062 0.200 -0.136 0.256 0.722
H -3.16706 -2.06060 0.62793 -0.595 -0.452 0.245 -0.162
H -3.17244 0.24810 2.49957 0.231 0.048 0.758 0.336
H -2.14194 -2.58694 3.34001 0.072 -0.157 -0.233 0.388
H -3.63139 -1.82575 3.93252 -0.270 -0.124 -0.621 0.443
H -0.74727 -2.35767 5.51095 -0.667 -0.432 -0.380 0.415
H -0.42431 -0.74149 5.77782 0.171 0.289 -0.214 0.319
H 0.04394 -1.45963 4.23669 -0.038 0.160 -0.676 0.047
C -3.91502 0.22436 -1.11256 -0.897 0.879 -1.604 -0.877
C -2.94669 1.25724 -1.72697 -3.563 -0.069 0.268 0.742
C -3.65209 1.97356 -2.92101 1.185 1.266 0.395 -0.856
O -3.07293 3.30418 -3.15343 -1.286 -1.596 -0.351 -0.397
C -1.78437 3.37374 -3.72576 0.009 0.172 1.000 -0.180
N -2.71945 2.25090 -0.56337 -4.331 1.735 -3.834 0.144
H -3.54668 2.78839 -0.34678 -0.703 0.561 -0.795 0.402
H -2.43357 1.75097 0.26636 -2.966 1.422 -0.438 0.106
H -1.98299 2.85736 -0.89493 -0.195 0.928 0.470 0.376
H -4.88686 0.61966 -0.81698 -0.253 0.257 -0.682 0.649
H -3.54288 -0.25887 -0.20917 0.256 2.969 -4.660 -0.610
H -4.01587 -0.64120 -1.76733 -0.528 0.216 -0.299 0.350
H -2.07621 0.67643 -2.03198 -0.756 1.851 0.074 0.091
H -4.70777 2.11022 -2.68657 0.125 0.403 0.097 0.360
H -3.64427 1.30845 -3.78453 0.354 0.114 -0.260 0.423
H -1.12543 3.13480 -2.89100 0.493 0.120 0.089 -0.227
H -1.57116 4.41554 -3.96512 -0.255 -0.086 -0.241 0.458
H -1.51556 2.72032 -4.55575 -0.600 -0.105 -0.262 0.361
C 1.86438 0.75358 -0.43796 1.320 6.955 -5.845 0.459
C 1.78002 2.06733 -1.29334 -1.946 -1.070 1.198 -0.655
C 3.10593 2.64412 -1.65525 1.310 0.691 0.336 -0.808
O 3.17952 3.76150 -2.47777 -1.249 -0.545 -1.176 -0.416
C 2.68847 4.98994 -1.94588 0.249 0.748 -0.033 -0.665
N 0.74071 1.91281 -2.44237 1.769 3.130 -0.767 0.456
H -0.22094 1.83252 -2.14427 0.764 0.833 -0.058 -0.869
H 0.72988 2.81679 -2.89271 0.827 0.396 -0.951 0.851
H 0.83236 1.18658 -3.13827 0.827 -0.139 -0.372 0.273
H 2.37469 -0.01479 -1.01874 -2.181 3.965 -0.025 -0.621
H 0.89523 0.32548 -0.18187 5.109 3.932 -1.960 -0.100
H 2.49342 0.98223 0.42236 0.642 2.054 -2.205 1.309
H 1.28293 2.77126 -0.62590 -0.289 0.482 -0.366 0.397
H 3.81088 1.88097 -1.98500 -0.080 0.022 -0.637 0.393
H 3.50005 2.94304 -0.68395 0.145 -0.102 0.567 0.533
H 1.69532 4.97394 -1.49699 0.028 -0.700 0.815 0.222
H 2.46559 5.73276 -2.71181 0.770 -0.381 -0.645 0.306
H 3.48254 5.39739 -1.32015 -0.419 0.163 0.414 0.361
C -1.62949 -1.64574 -2.74872 0.113 0.731 1.437 -0.630
C -0.48862 -2.27850 -1.98315 1.120 -0.749 0.051 0.178
C 0.89942 -1.56494 -2.15750 -0.142 1.131 1.271 -0.015
O 1.83233 -2.19723 -1.33198 0.154 -2.599 -0.222 -0.433
C 2.71626 -1.48334 -0.53965 1.676 -2.092 -0.996 -0.043
N -0.83362 -2.29350 -0.41182 2.083 -2.642 -2.019 0.521
H -1.65937 -2.83399 -0.19711 -0.218 -0.585 -0.288 0.612
H -0.04045 -2.64354 0.10630 0.516 -0.935 -0.274 0.571
H -0.98684 -1.33530 -0.13169 0.606 -4.861 -0.581 -2.146
H -2.56802 -2.15106 -2.52086 0.080 -0.571 -1.081 0.413
H -1.31767 -1.43939 -3.77258 -0.554 -0.601 -0.154 0.481
H -1.81134 -0.68481 -2.26741 0.095 -0.923 -1.157 0.288
H -0.37417 -3.34084 -2.19867 0.021 0.042 -0.130 0.602
H 0.79130 -0.54418 -1.79082 0.667 -1.674 -0.779 -0.643
H 1.31944 -1.39970 -3.14965 -0.571 -0.999 -0.631 0.519
H 3.59245 -2.05493 -0.23359 -0.345 -0.844 -0.291 0.832
H 2.12387 -1.12587 0.30260 1.454 -1.110 -0.944 0.008
H 3.15632 -0.64702 -1.08281 2.235 -2.512 -0.204 0.536
```
Positions in Å, forces in eV/Å.

=====

Here is 11 unconnected molecules or ions with the total composition H22O11 at a distorted geometry from the OMol25 dataset. Energies are from ωB97M-V/def2-TZVPD.

- Relative energy (zero: lowest compared OMol25 entry of this formula, charge and spin): 369.6 kJ/mol
- SMILES string: O.O.O.O.O.O.O.O.O.O.O
- E_HOMO: -0.41050 Eh
- M: 198.2 g/mol
- Kohn-Sham gap: 10.693 eV
- Maximum force: 4.1 eV/A
- Energy: -840.73935 a.u.

XYZ file:
```
33
Properties=species:S:1:pos:R:3:forces:R:3:nbo_charge:R:1
H 0.76771 -0.93584 0.27592 0.179 0.726 1.595 0.452
H -0.34422 0.03410 0.48320 0.317 0.294 0.715 0.459
H -5.63412 -1.41961 0.58622 0.555 2.690 -1.622 0.481
H -4.83188 -0.09772 0.74623 0.287 0.526 0.423 0.455
H 3.03928 -2.24463 0.77181 2.009 -0.904 -2.281 0.466
H 2.76865 -2.84343 2.21168 -0.061 1.083 -1.539 0.492
H -0.84646 -1.92745 -2.56479 0.608 0.388 0.669 0.490
H -0.00072 -1.37970 -1.36741 -0.371 -0.171 2.900 0.448
H -2.85610 2.22319 -1.21985 0.069 -2.112 -0.001 0.466
H -3.22210 3.33712 -0.16550 0.807 -0.745 -2.767 0.478
H 0.07474 1.77362 3.96626 0.497 0.514 -2.107 0.468
H 1.05152 1.56011 2.76536 0.254 -0.336 -0.162 0.475
H -0.00089 5.44469 -0.80825 0.413 -0.302 -0.027 0.469
H 0.02173 3.99439 -1.28725 0.922 1.091 0.562 0.469
H -3.65618 -3.39408 2.17419 -0.111 0.553 -0.870 0.479
H -3.75900 -2.08041 1.26181 0.123 -2.034 0.200 0.466
H 2.60884 -3.35636 -2.32233 3.109 1.413 -0.233 0.456
H 1.23470 -3.16683 -1.84995 0.810 -1.427 -1.309 0.465
H 1.58142 1.51405 -2.04321 -0.421 0.095 0.347 0.464
H 2.61778 1.56927 -3.11622 0.114 -0.384 0.460 0.470
H 3.96855 -0.14020 1.19444 -0.866 -1.026 -1.324 0.465
H 3.60071 0.65924 2.41717 0.939 -0.386 -0.663 0.465
O 0.43753 -0.29886 0.96586 -0.429 -0.829 -2.035 -0.911
O -5.40355 -0.51450 0.11028 -0.881 -3.197 1.233 -0.934
O 2.54368 -2.15232 1.52998 -1.868 -0.347 3.643 -0.957
O -0.07955 -1.39388 -2.27499 -0.458 -0.223 -3.552 -0.934
O -2.94610 3.14144 -1.14061 -0.803 2.870 2.749 -0.944
O 0.25715 2.03140 3.00561 -0.892 -0.182 2.219 -0.943
O 0.62504 4.71268 -0.94831 -1.430 -0.790 -0.548 -0.938
O -3.80922 -3.08396 1.25463 0.059 1.473 0.652 -0.947
O 1.82397 -3.81580 -2.35220 -3.835 -0.054 1.362 -0.927
O 2.41538 1.11518 -2.27820 0.356 0.240 -0.750 -0.935
O 4.36268 0.36817 1.86427 -0.001 1.495 2.060 -0.930
```
Positions in Å, forces in eV/Å.

=====

- M of number 1 (C20H60BF4N5O5)?
  537.5 g/mol

=====

- Among the records above, which one has the lowest Kohn-Sham gap?
  C20H60BF4N5O5